ORCA calculation (the ωB97M-V functional and the def2-TZVPD basis) on one molecule with the formula C7H11N3O2S at a distorted geometry.

XYZ file:
```
24
Properties=species:S:1:pos:R:3:nbo_charge:R:1
S -3.1910 1.3721 0.2547 0.303
O 2.6685 0.1101 -0.9857 -0.520
O 1.6165 2.4503 -0.0675 -0.570
N -2.6450 -1.0541 -0.3781 -0.248
N -0.5127 1.7185 -0.0290 -0.638
N -1.4241 -0.4266 -0.3796 -0.339
C -1.5545 0.8431 -0.1218 0.235
C 3.7824 -1.2981 0.7368 -0.641
C -5.0492 -0.7487 -0.0370 -0.654
C 0.8750 1.4996 -0.2207 0.672
C 1.3191 0.1277 -0.6796 -0.179
C 3.5873 0.0971 0.1096 -0.063
C -3.6279 -0.2886 -0.1230 0.065
H 2.8661 -1.7357 1.0887 0.205
H 4.4899 -1.2357 1.5772 0.213
H 4.5064 0.4872 -0.3023 0.192
H 0.7207 -0.2036 -1.5399 0.241
H 3.2517 0.8189 0.8547 0.177
H -5.4647 -0.5086 0.9446 0.229
H 1.0100 -0.5933 0.1148 0.210
H -5.0956 -1.8436 -0.2375 0.250
H -5.6240 -0.2536 -0.7972 0.229
H 4.1868 -2.0105 0.0249 0.211
H -0.6918 2.6761 0.1928 0.419
```

Calculated values
DFT total energy, Ha: -986.249396
HOMO energy, eV: -9.3
Molecular weight, u: 201.3
Frontier orbital gap, eV: 9.748

=====

ORCA calculation (the ωB97M-V functional and the def2-TZVPD basis) on a 2-piece molecular cluster, HN3O3 overall at a distorted geometry.

XYZ file:
```
7
Properties=species:S:1:pos:R:3:nbo_charge:R:1
O -3.1479 0.3828 -0.3156 -0.315
O -1.1345 0.8709 0.1730 -0.567
O -1.8735 -1.1688 0.4232 -0.331
N -2.1299 -0.0834 0.0511 0.743
N 0.5446 -0.8582 -0.1489 -0.107
N -0.0835 -1.7598 -0.1838 0.087
H -0.2552 0.6226 -0.0249 0.489
```

Calculated values
DFT total energy, Ha: -390.435353
HOMO energy, eV: -11.7
Molecular weight, u: 91.0
Frontier orbital gap, eV: 11.868

=====

ORCA calculation (the ωB97M-V functional and the def2-TZVPD basis) on one molecule with the formula C24H25N3O2.

XYZ file:
```
54
Properties=species:S:1:pos:R:3:nbo_charge:R:1
O -1.3649 4.8630 0.0805 -0.715
O -1.8472 1.5223 -1.0469 -0.524
N 2.0602 2.2730 -0.8072 -0.806
N 0.4141 1.6882 0.7173 -0.404
N 1.3989 -0.0062 -0.3339 -0.428
C 4.7877 -0.4702 -1.4999 -0.207
C 6.0781 -0.4743 -0.9996 -0.204
C -2.5933 0.3893 -0.8992 0.383
C -0.0091 3.0379 0.9409 -0.228
C -2.0717 -0.7583 -1.4968 -0.272
C 0.4638 -0.5455 0.5229 0.205
C -0.9367 3.5468 -0.1842 0.070
C 6.3016 -0.7356 0.3409 -0.212
C -0.1733 0.5290 1.1734 0.132
C -3.7983 0.3018 -0.2161 -0.321
C -0.9200 -2.0681 1.6980 -0.222
C 5.2302 -0.9966 1.1785 -0.217
C -2.7235 -1.9653 -1.3793 -0.184
C -4.4396 -0.9210 -0.1024 -0.185
C -1.5451 -1.0132 2.3405 -0.217
C 3.7100 -0.7335 -0.6665 -0.062
C 1.3730 1.3789 -0.2236 0.600
C -1.1771 0.3028 2.0931 -0.250
C -3.9145 -2.0708 -0.6677 -0.053
C -4.5954 -3.3978 -0.5169 -0.621
C 2.2960 -0.7239 -1.1999 -0.222
C 0.1010 -1.8514 0.7822 -0.269
C 3.9413 -0.9975 0.6777 -0.154
C -2.1926 2.6780 -0.3186 -0.081
H 0.5851 -2.6825 0.2923 0.215
H -4.2531 1.1743 0.2262 0.218
H 6.9093 -0.2672 -1.6574 0.214
H -2.5701 2.4249 0.6775 0.174
H -4.0256 -4.0366 0.1581 0.214
H 4.6174 -0.2609 -2.5470 0.208
H -1.6676 1.1153 2.6069 0.217
H 1.9247 -1.7490 -1.2925 0.223
H 3.1063 -1.1996 1.3336 0.209
H -5.3728 -0.9712 0.4405 0.206
H -1.2284 -3.0799 1.9121 0.213
H -2.9604 3.2561 -0.8499 0.195
H 2.2759 -0.2666 -2.1969 0.213
H -0.5272 3.1027 1.9006 0.208
H 7.3078 -0.7336 0.7327 0.214
H -0.3850 3.4922 -1.1334 0.190
H 2.7609 1.9142 -1.4433 0.352
H -2.3015 -2.8458 -1.8421 0.206
H -5.5964 -3.2775 -0.1106 0.213
H -1.1474 -0.6737 -2.0464 0.217
H -2.3354 -1.2143 3.0474 0.215
H -4.6653 -3.9063 -1.4769 0.215
H -0.5924 5.4388 0.0913 0.476
H 5.3987 -1.2001 2.2258 0.214
H 0.8888 3.6643 0.9644 0.231
```

Calculated values
DFT total energy, Ha: -1244.322027
HOMO energy, eV: -7.4
Molecular weight, u: 387.5
Frontier orbital gap, eV: 8.102

=====

ORCA calculation (the ωB97M-V functional and the def2-TZVPD basis) on C42H43IN7O2SZr as an isolated structure at a distorted geometry.

XYZ file:
```
97
Properties=species:S:1:pos:R:3:nbo_charge:R:1
I -2.5945 1.5975 -0.7488 0.376
Zr -0.0133 -0.0955 -0.0564 2.338
S 1.4208 -4.8586 0.5449 0.619
O 1.7803 -0.3961 -0.6199 -0.840
O 3.8796 4.3665 -0.0095 -0.737
N 0.5538 -2.4743 0.3702 -0.507
N -0.3164 -0.2418 -2.2433 -0.659
N 0.5212 2.1244 0.2294 -0.660
N 0.6176 -1.6313 3.9322 -0.479
N -1.7625 -1.4205 -0.3703 -0.623
N 5.2025 -0.0860 0.3926 -0.335
N 0.1203 -0.4066 2.1540 -0.713
C -0.5870 1.6677 3.4519 -0.241
C 0.2184 -0.3977 4.4269 0.098
C 4.1694 2.0527 0.6622 -0.022
C 0.0378 -0.0398 -7.3474 -0.615
C -1.2648 -1.0948 -2.6977 0.255
C 4.1046 -2.0389 -0.5336 -0.645
C -4.7952 -5.0595 -2.0727 -0.596
C -0.9771 -0.7846 -6.4771 -0.110
C -3.6378 -2.6897 0.3994 -0.239
C 4.0843 -0.6177 -0.0541 0.191
C -2.5298 -1.9031 0.6181 0.081
C 1.3083 -3.9440 1.9761 -0.375
C -0.7163 -0.5923 -5.0014 0.150
C 2.9353 1.5017 0.2377 -0.134
C -2.3886 -0.2350 -6.7714 -0.592
C 0.5459 -1.5979 2.5989 0.492
C -3.2082 -2.4997 -1.9282 -0.170
C -1.8976 5.6135 0.6938 -0.154
C -2.1001 -1.7250 -1.6466 0.142
C 0.0925 0.0844 5.7227 -0.208
C 1.8020 2.3878 0.1387 0.210
C -0.1058 0.3691 3.3014 0.155
C 0.1896 4.4557 0.9824 -0.224
C -5.9536 -4.3401 0.0210 -0.615
C -0.9244 -2.2833 -6.8223 -0.597
C 0.8304 -3.5260 -0.3448 -0.114
C 4.3070 3.5110 1.0420 -0.092
C -1.4694 -1.2883 -4.0478 -0.242
C 0.8258 -2.6978 1.6999 0.013
C -0.3762 1.3744 5.8575 -0.166
C -4.0153 -3.0122 -0.9065 0.152
C -0.7118 2.1508 4.7382 -0.163
C 0.4171 0.4267 -3.1451 0.081
C -0.3065 3.2966 0.3702 0.133
C -2.4347 4.4675 0.1320 -0.216
C -5.2346 -3.8442 -1.2352 -0.109
C 5.2490 1.2006 0.7464 0.029
C -6.2052 -2.9693 -2.0528 -0.594
C -0.5816 5.5932 1.1309 -0.168
C -1.6457 3.3396 -0.0060 -0.167
C 0.2452 0.2902 -4.5040 -0.186
C 2.8967 0.1427 -0.1160 0.286
H -2.6048 -0.3671 -7.8312 0.244
H -5.6672 -5.6762 -2.2863 0.246
H 0.8681 0.8627 -5.1750 0.254
H -5.3080 -4.9697 0.6364 0.215
H 3.6750 3.7252 1.9084 0.188
H -3.1582 -0.7599 -6.2027 0.203
H 0.7046 -3.5661 -1.4181 0.255
H 4.6383 4.6777 -0.5130 0.505
H -0.1879 -0.2350 -8.3944 0.246
H -3.4674 -2.7070 -2.9556 0.236
H 0.9056 -2.4155 4.4984 0.450
H 5.1302 -2.3948 -0.5208 0.269
H 1.5995 -4.3645 2.9265 0.277
H 1.0577 -0.3830 -7.1623 0.218
H -0.1505 6.4660 1.6020 0.253
H -2.2409 -1.6320 1.6266 0.222
H -2.2276 -1.9826 -4.3780 0.240
H 1.1719 1.0954 -2.7502 0.224
H -6.5269 -2.1017 -1.4741 0.219
H 3.4950 -2.6874 0.0989 0.204
H -0.0137 1.0406 -7.2026 0.216
H -2.5061 6.4990 0.8116 0.257
H 5.3364 3.7134 1.3348 0.217
H -5.7603 -2.6234 -2.9870 0.204
H 0.3432 -0.5229 6.5825 0.252
H 0.0503 -2.7083 -6.5764 0.219
H -1.0824 -2.4024 -7.8932 0.245
H -1.6984 -2.8576 -6.3114 0.203
H 1.1941 4.4642 1.3853 0.232
H 6.2082 1.5554 1.1067 0.225
H -0.8608 2.2702 2.5974 0.221
H 2.0985 3.4245 0.0085 0.260
H -6.8096 -4.9431 -0.2775 0.248
H -3.4639 4.4522 -0.2002 0.249
H -4.3537 -4.7682 -3.0269 0.204
H -6.3346 -3.5125 0.6224 0.217
H -7.0890 -3.5562 -2.3004 0.245
H -1.0816 3.1555 4.8929 0.242
H -0.4994 1.7972 6.8448 0.253
H -4.2114 -3.0421 1.2433 0.262
H -2.4494 0.8302 -6.5423 0.220
H -4.0735 -5.6701 -1.5270 0.217
H 3.7124 -2.0907 -1.5518 0.228
```

Calculated values
DFT total energy, Ha: -2902.347931
Total charge: +3
HOMO energy, eV: -16.1
Molecular weight, u: 928.0
Frontier orbital gap, eV: 7.282

=====

ORCA calculation (the ωB97M-V functional and the def2-TZVPD basis) on C22H22ClN3O4 as an isolated structure at a distorted geometry.

XYZ file:
```
52
Properties=species:S:1:pos:R:3:nbo_charge:R:1
Cl 7.7114 -2.4383 -3.7175 0.055
O 0.2637 0.6794 -1.4544 -0.562
O -5.0803 -0.4093 -1.2971 -0.756
O -0.8746 -1.6668 0.0928 -0.555
O -4.2535 1.4502 -0.2154 -0.555
N 2.3667 -0.6397 -2.9066 -0.371
N -2.2568 -0.3118 1.0859 -0.701
N 1.2183 -0.1211 0.6296 -0.626
C 1.2415 -0.8259 -3.7999 -0.428
C 0.0711 0.1559 1.2957 -0.149
C -3.1275 2.7328 3.6191 -0.162
C 3.5244 -0.7633 -1.0281 -0.202
C 5.8083 -1.6555 -2.1324 -0.195
C -4.4743 -1.5792 1.5280 -0.566
C -0.9664 -0.8631 0.8992 0.706
C -1.6168 2.0166 4.9082 -0.118
C -2.7156 2.8767 4.7398 -0.275
C 3.8960 -1.4942 -4.5122 -0.180
C -0.9979 2.0598 2.7120 0.005
C -0.2721 1.5845 1.4699 -0.429
C -0.6056 1.7698 3.9768 -0.267
C 3.5563 -1.2730 -3.2105 0.123
C -2.3286 2.5893 2.4042 -0.276
C 4.4172 -1.0240 -2.1172 -0.066
C 1.0907 -0.0544 -0.9338 0.680
C 2.4235 -0.2811 -1.4027 0.010
C -4.3156 0.2583 -0.1289 0.790
C -3.4319 -0.6683 0.4905 -0.163
C 5.4194 -1.9908 -4.4914 -0.128
C 6.2484 -1.8991 -3.2549 -0.141
H -2.4957 0.6444 1.5991 0.431
H -3.2176 -1.5956 -0.3393 0.280
H 6.4699 -1.6473 -1.2813 0.229
H -4.0055 -2.2468 2.0751 0.201
H -4.9423 -0.7340 2.1849 0.184
H 0.2726 -0.1919 2.3319 0.225
H 1.7984 -0.8449 0.8103 0.383
H 5.8705 -2.1707 -5.3534 0.188
H -2.6358 2.6812 1.3240 0.264
H 3.3259 -1.5252 -5.3088 0.213
H 0.8037 2.1055 1.4503 0.239
H 0.4131 1.3126 4.2097 0.228
H -1.0207 1.8787 6.0199 0.192
H 0.3011 -0.2664 -3.2737 0.274
H -5.6926 0.4316 -1.6953 0.487
H 3.9140 -0.6007 0.0977 0.228
H -5.3254 -1.9066 1.0213 0.216
H -4.0870 3.3663 3.5101 0.201
H -3.2446 2.7159 5.6301 0.230
H 0.9415 -1.8051 -4.0871 0.210
H 1.3666 0.1592 -4.8305 0.168
H -0.7492 2.0254 0.6563 0.233
```

Calculated values
DFT total energy, Ha: -1776.456222
HOMO energy, eV: -8.3
Molecular weight, u: 427.9
Frontier orbital gap, eV: 7.889

=====

ORCA calculation (the ωB97M-V functional and the def2-TZVPD basis) on one molecule with the formula C4H4O at a distorted geometry.

XYZ file:
```
9
Properties=species:S:1:pos:R:3:nbo_charge:R:1
O 0.0940 -1.3527 -1.6550 -0.400
C 0.1704 0.3601 0.0577 -0.141
C -0.4057 -0.9001 0.1762 -0.384
C 0.5723 -0.3602 -2.0555 0.402
C 0.6032 0.7822 -1.2480 -0.398
H 1.0314 1.7717 -1.3903 0.239
H -1.4080 -0.9932 0.5856 0.225
H 0.3185 -1.7206 0.3147 0.238
H -0.0752 1.0321 0.7902 0.221
```

Calculated values
DFT total energy, Ha: -229.886923
HOMO energy (alpha / beta), eV: -7.8 / -7.8
Molecular weight, u: 68.1
Frontier orbital gap (alpha / beta), eV: 7.706 / 7.707

=====

ORCA calculation (the ωB97M-V functional and the def2-TZVPD basis) on a 2-piece molecular cluster, CHFNO3S overall at a distorted geometry.

XYZ file:
```
8
Properties=species:S:1:pos:R:3:nbo_charge:R:1
S -0.8169 -0.4697 0.8300 2.416
F -0.0109 -0.3724 -2.5309 -0.732
O 0.1963 -1.0164 1.6651 -0.974
O -1.4370 0.6854 1.3746 -0.969
O -1.6356 -1.4451 0.2055 -0.944
N 1.3450 0.8574 -0.2683 -0.639
C 0.3298 0.2806 -0.4728 0.409
H 2.0292 1.4803 -0.8031 0.434
```

Calculated values
DFT total energy, Ha: -817.211773
Total charge: -1
HOMO energy (alpha / beta), eV: -6.0 / -6.0
Molecular weight, u: 126.1
Frontier orbital gap (alpha / beta), eV: 9.402 / 9.403

=====

ORCA calculation (the ωB97M-V functional and the def2-TZVPD basis) on one molecule with the formula C13H17NO5S.

XYZ file:
```
37
Properties=species:S:1:pos:R:3:nbo_charge:R:1
S -1.9180 -2.4845 -0.3941 2.315
O -2.4622 -2.9678 0.8470 -0.945
O 3.7495 -1.1427 0.6285 -0.478
O 2.2611 0.3220 -1.3104 -0.497
O -1.5842 1.5864 -1.0726 -0.533
O -2.0516 -3.3141 -1.5539 -0.934
N -2.5587 -0.9994 -0.7903 -0.868
C 0.3725 -1.0300 -0.8253 -0.249
C 2.4466 -1.4398 0.3409 0.232
C 0.5236 -2.8097 0.7928 -0.181
C 3.6725 0.3161 -1.2908 -0.098
C -2.6843 1.3831 -0.2049 0.095
C -0.2025 -2.0638 -0.1178 -0.345
C -2.7182 -0.0733 0.3003 -0.249
C -0.9874 2.5052 1.0239 -0.435
C 4.1730 0.1114 0.1377 -0.097
C -2.5076 2.3690 0.9564 -0.428
C 1.7063 -0.7104 -0.6000 0.275
C -0.6083 2.4114 -0.4528 -0.071
C 1.8495 -2.4968 1.0215 -0.243
H -0.5549 1.6745 1.5822 0.205
H -3.5984 1.5711 -0.7820 0.180
H 4.0525 -0.4931 -1.9282 0.184
H -0.2065 -0.4566 -1.5302 0.270
H 5.2629 0.1081 0.1823 0.205
H 0.0337 -3.6109 1.3208 0.243
H 0.3769 1.9719 -0.6238 0.195
H -2.9470 1.9971 1.8786 0.220
H -3.3244 -1.0510 -1.4417 0.412
H 3.7802 0.9135 0.7774 0.179
H -1.8741 -0.2571 0.9683 0.208
H -2.9610 3.3288 0.7069 0.212
H -0.6383 3.4038 -0.9244 0.166
H 3.9915 1.2796 -1.6900 0.205
H -3.6461 -0.2443 0.8628 0.197
H -0.6645 3.4408 1.4747 0.221
H 2.4462 -3.0480 1.7301 0.233
```

Calculated values
DFT total energy, Ha: -1334.681963
HOMO energy, eV: -8.8
Molecular weight, u: 299.3
Frontier orbital gap, eV: 9.418